Computed, not measured: the molecule C20H23NO2 at a distorted geometry, with ωB97M-V/def2-TZVPD.

Geometry as ORCA input:
```
! wB97M-V def2-TZVPD RIJCOSX def2/J DEFGRID3
* xyz 0 1
C -1.61185 1.65238 1.73801
C -0.54820 2.73891 1.80744
H -0.37708 3.14255 0.81039
C 0.79082 2.26025 2.37633
N 1.41888 1.20397 1.58881
C 1.82055 1.54537 0.34352
O 1.70697 2.68548 -0.07256
C 2.41706 0.46701 -0.56475
C 1.63609 -0.80031 -0.66066
C 2.12872 -2.03720 -0.37465
O 1.20791 -3.01274 -0.52577
C 0.07436 -2.39850 -0.92591
C 0.27039 -1.01765 -1.04745
C -0.80619 -0.19779 -1.48998
C -0.70666 1.18584 -1.71487
C -1.79456 1.91063 -2.12785
C -3.02708 1.28533 -2.33968
C -3.14871 -0.06451 -2.14861
C -2.05196 -0.84147 -1.72929
C -2.19266 -2.24440 -1.56226
C -1.14950 -3.03200 -1.17770
H -1.24001 -4.10006 -1.06187
H -3.15913 -2.68411 -1.75993
H -4.09405 -0.55906 -2.32250
H -3.87687 1.86992 -2.66072
H -1.69891 2.97357 -2.29199
H 0.23177 1.68845 -1.56193
H 3.10800 -2.34688 -0.06213
H 2.50145 0.92978 -1.55225
H 3.43119 0.23843 -0.22478
C 1.83974 0.00582 2.28555
H 2.66216 -0.44141 1.72949
H 2.23502 0.30517 3.26321
C 0.73192 -1.04452 2.49216
C 0.10488 -0.99688 3.88047
H -0.65005 -1.77385 3.97559
H -0.37233 -0.03870 4.06544
H 0.86047 -1.16046 4.64662
H 1.15925 -2.03740 2.34069
H -0.04096 -0.90333 1.73678
H 0.65085 1.88423 3.38944
H 1.47052 3.12063 2.40883
H -0.89896 3.55392 2.44435
H -1.29480 0.84508 1.08316
H -1.82128 1.24412 2.72457
H -2.53527 2.06179 1.33528
*
```

- SMILES: CCCN(CCC)C(=O)Cc1coc2ccc3ccccc3c12
- Gap between HOMO and LUMO: 0.313 Ha
- LUMO level: 0.6 eV

Which charges does natural (NBO) predict for the atoms? In e, they are:
1. C -0.61
2. C -0.41
3. H 0.23
4. C -0.21
5. N -0.45
6. C 0.70
7. O -0.64
8. C -0.52
9. C -0.12
10. C 0.11
11. O -0.40
12. C 0.27
13. C -0.06
14. C 0.02
15. C -0.23
16. C -0.19
17. C -0.23
18. C -0.17
19. C -0.10
20. C -0.17
21. C -0.25
22. H 0.23
23. H 0.21
24. H 0.21
25. H 0.21
26. H 0.22
27. H 0.23
28. H 0.20
29. H 0.25
30. H 0.23
31. C -0.21
32. H 0.21
33. H 0.20
34. C -0.41
35. C -0.61
36. H 0.21
37. H 0.20
38. H 0.20
39. H 0.21
40. H 0.22
41. H 0.19
42. H 0.21
43. H 0.20
44. H 0.21
45. H 0.19
46. H 0.22

Computed, not measured: the molecule C20H23NO6, with ωB97M-V/def2-TZVPD.

Geometry as ORCA input:
```
! wB97M-V def2-TZVPD RIJCOSX def2/J DEFGRID3
* xyz 0 1
C 0.93298 -0.02815 4.80293
H 1.84252 0.14033 4.22277
H 0.45717 0.93471 4.99738
H 1.15798 -0.53679 5.73673
O 0.04539 -0.87972 4.08874
C -0.26996 -0.49437 2.85141
O 0.14202 0.50755 2.33048
C -1.19820 -1.49718 2.17846
N -1.73255 -0.91374 0.97866
C -3.05709 -0.78150 0.76250
O -3.90086 -1.20047 1.52783
C -3.40427 -0.05912 -0.53265
C -2.66931 -0.62796 -1.75254
O -1.29125 -0.32690 -1.75949
C -0.87714 0.95307 -2.04324
C -1.67968 1.96945 -2.54827
C -1.13229 3.20730 -2.82327
C 0.21815 3.46323 -2.60129
C 1.01762 2.44674 -2.08873
C 0.47045 1.20936 -1.81144
H 1.08589 0.41870 -1.41156
H 2.06683 2.60250 -1.89659
O 0.64836 4.72064 -2.91335
C 2.00343 5.03246 -2.70501
H 2.66025 4.39808 -3.30944
H 2.28012 4.94055 -1.64960
H 2.11852 6.06923 -3.01772
H -1.74755 4.00089 -3.21652
H -2.73052 1.81720 -2.73770
H -3.14741 -0.28104 -2.67646
H -2.71523 -1.72090 -1.73808
H -4.48119 -0.14069 -0.68167
H -3.14692 0.99627 -0.41326
H -1.06789 -0.53378 0.31899
H -2.04453 -1.71571 2.83953
C -0.41682 -2.80113 1.88998
C 0.83217 -2.50975 1.10652
C 2.03575 -2.27670 1.75803
C 3.17497 -1.94250 1.04980
C 3.12828 -1.83703 -0.33479
C 1.93089 -2.08421 -0.99846
C 0.79940 -2.41479 -0.28008
H -0.12284 -2.59890 -0.80922
H 1.90634 -2.01107 -2.07408
O 4.22114 -1.50257 -1.07392
H 4.97947 -1.36629 -0.49346
H 4.10614 -1.76238 1.57181
H 2.08808 -2.36326 2.83399
H -0.16745 -3.26640 2.84417
H -1.07388 -3.46944 1.33154
*
```

- SMILES: COC(=O)[C@H](Cc1ccc(O)cc1)NC(=O)CCOc1ccc(OC)cc1
- Gap between HOMO and LUMO: 0.317 Ha
- LUMO level: 0.6 eV

Which charges does natural (NBO) predict for the atoms? In e, they are:
1. C -0.26
2. H 0.20
3. H 0.20
4. H 0.20
5. O -0.51
6. C 0.80
7. O -0.59
8. C -0.14
9. N -0.64
10. C 0.69
11. O -0.63
12. C -0.53
13. C -0.06
14. O -0.54
15. C 0.34
16. C -0.31
17. C -0.23
18. C 0.28
19. C -0.27
20. C -0.26
21. H 0.23
22. H 0.22
23. O -0.50
24. C -0.25
25. H 0.17
26. H 0.18
27. H 0.20
28. H 0.22
29. H 0.22
30. H 0.18
31. H 0.20
32. H 0.24
33. H 0.24
34. H 0.43
35. H 0.26
36. C -0.40
37. C -0.07
38. C -0.19
39. C -0.28
40. C 0.28
41. C -0.22
42. C -0.21
43. H 0.22
44. H 0.22
45. O -0.67
46. H 0.48
47. H 0.20
48. H 0.21
49. H 0.22
50. H 0.23

Computed, not measured: the molecule C20H23NO7, with ωB97M-V/def2-TZVPD.

Geometry as ORCA input:
```
! wB97M-V def2-TZVPD RIJCOSX def2/J DEFGRID3
* xyz 0 1
C -6.21656 -2.25181 -0.72904
H -6.03065 -2.96635 0.08013
O -5.77160 -0.96178 -0.39415
C -4.44643 -0.77922 -0.14473
C -3.48104 -1.76976 -0.18268
C -2.15241 -1.47531 0.09080
C -1.77160 -0.18687 0.41390
C -2.73417 0.81793 0.44608
C -4.06153 0.54466 0.16897
O -5.06408 1.46212 0.16912
C -4.73431 2.80884 0.40756
H -4.01405 3.18277 -0.32688
H -4.33281 2.95272 1.41631
H -5.66851 3.35980 0.31126
H -2.42053 1.82294 0.67580
C -0.32427 0.15457 0.68764
N 0.50604 -0.14332 -0.46461
C 0.68845 0.75390 -1.45399
O 0.16534 1.84616 -1.47941
C 1.61081 0.26092 -2.57193
O 2.46822 -0.79718 -2.20478
C 3.43798 -0.63948 -1.24869
C 4.17308 -1.79224 -0.99301
C 5.16406 -1.81959 -0.02932
C 5.43134 -0.67570 0.70111
C 4.71993 0.48734 0.44990
C 3.72443 0.53196 -0.52063
O 3.00849 1.65526 -0.80601
C 3.05602 2.75013 0.08213
H 2.26297 3.41513 -0.25642
H 4.01880 3.26764 0.02587
H 2.85807 2.43536 1.10993
H 4.94231 1.37385 1.02053
H 6.20026 -0.67423 1.45878
H 5.71867 -2.72765 0.14721
H 3.93668 -2.67064 -1.57208
H 0.98711 -0.15345 -3.37168
H 2.16158 1.11842 -2.96890
H 0.88524 -1.07315 -0.56060
H -0.23338 1.23467 0.84989
C 0.20360 -0.59690 1.92221
C 1.68591 -0.35355 2.06975
O 2.19321 0.67235 2.43593
O 2.39234 -1.42699 1.70924
H 3.35117 -1.25306 1.73592
H -0.31785 -0.22561 2.80399
H 0.03085 -1.66713 1.81517
H -1.42197 -2.26883 0.04050
H -3.74879 -2.78440 -0.43028
H -7.28996 -2.15986 -0.88676
H -5.74647 -2.61541 -1.64903
*
```

- SMILES: COc1ccc([C@@H](CC(=O)O)NC(=O)COc2ccccc2OC)cc1OC
- Gap between HOMO and LUMO: 0.321 Ha
- LUMO level: 0.7 eV

Which charges does natural (NBO) predict for the atoms? In e, they are:
1. C -0.25
2. H 0.17
3. O -0.48
4. C 0.25
5. C -0.29
6. C -0.24
7. C 0.05
8. C -0.33
9. C 0.34
10. O -0.49
11. C -0.25
12. H 0.18
13. H 0.17
14. H 0.20
15. H 0.22
16. C -0.07
17. N -0.64
18. C 0.68
19. O -0.63
20. C -0.15
21. O -0.50
22. C 0.23
23. C -0.23
24. C -0.24
25. C -0.26
26. C -0.29
27. C 0.31
28. O -0.53
29. C -0.27
30. H 0.21
31. H 0.17
32. H 0.21
33. H 0.23
34. H 0.22
35. H 0.22
36. H 0.23
37. H 0.21
38. H 0.22
39. H 0.41
40. H 0.24
41. C -0.51
42. C 0.81
43. O -0.61
44. O -0.70
45. H 0.51
46. H 0.25
47. H 0.23
48. H 0.20
49. H 0.22
50. H 0.20
51. H 0.17

Computed, not measured: a structure of composition C20H24AsCl2N4O9OsP3S4 at a distorted geometry, with ωB97M-V/def2-TZVPD.

Geometry as ORCA input:
```
! wB97M-V def2-TZVPD RIJCOSX def2/J DEFGRID3
* xyz -2 5
Os 0.73312 -0.74730 0.60588
S 5.47774 -0.06148 1.24672
As 3.95974 -1.17885 0.26280
S 2.38634 -2.03054 1.54323
S 2.41606 0.01595 -0.79720
S 5.12998 -2.54194 -0.84509
O -1.66578 -1.93987 0.26633
P -2.47055 -0.69211 0.93959
O -3.76102 -0.47118 0.25881
O -1.46696 0.43776 1.11041
O -2.67760 -1.28074 2.43129
P -1.34832 -1.38434 3.38486
O -1.29297 0.12429 3.95450
O -1.56237 -2.34275 4.47474
O -0.14357 -1.56858 2.45916
H -2.13193 -2.24410 -0.52523
H -1.35191 0.69000 3.16568
Cl 0.74670 -3.06398 -2.57791
C 1.53110 -2.17142 -3.83953
C 2.87346 -2.45358 -4.03438
C 3.63522 -1.71526 -4.92022
C 3.03879 -0.68215 -5.62264
C 1.69360 -0.43111 -5.44739
Cl 0.98289 0.87364 -6.36543
C 0.88025 -1.16031 -4.56313
N -0.44726 -0.79733 -4.44185
C -1.52670 -1.57746 -4.00275
C -1.70694 -2.86435 -4.49771
C -2.77635 -3.63316 -4.07209
C -3.68863 -3.10859 -3.16737
C -3.52713 -1.80719 -2.70509
C -2.45319 -1.01980 -3.10962
C -2.27998 0.39459 -2.62322
C -0.89943 0.73655 -2.02053
O -0.46895 1.87887 -2.21448
O -0.33599 -0.18838 -1.35206
H 3.32740 -3.22027 -3.42446
H 4.69114 -1.91964 -5.02717
H 3.60478 -0.06359 -6.30541
H -0.59055 0.20133 -4.41999
H -0.98520 -3.26471 -5.19991
H -2.88955 -4.64516 -4.44215
H -4.51838 -3.70840 -2.81476
H -4.21368 -1.39470 -1.97874
H -3.01193 0.60150 -1.83925
H -2.45573 1.10662 -3.43599
C 1.92798 4.12882 3.39296
N 2.87662 3.65161 2.39199
C 2.63926 4.38008 1.14513
N 1.26310 4.32348 0.66178
C 0.38135 4.78352 1.72451
N 0.52598 4.05759 2.98518
C 0.08590 2.66252 2.84717
P 1.05620 1.71844 1.57246
C 2.73352 2.20250 2.17928
C 0.90080 2.96885 0.21846
H 2.15996 5.17589 3.61068
H 2.05758 3.54420 4.30659
H 3.30087 3.97906 0.37528
H 2.89239 5.43110 1.31675
H -0.65365 4.70383 1.38665
H 0.60831 5.83639 1.92138
H -0.96389 2.64594 2.54439
H 0.16733 2.15938 3.81206
H 3.47797 1.86734 1.45408
H 2.93968 1.67161 3.11199
H -0.12315 2.95225 -0.15333
H 1.52927 2.66839 -0.61786
*
```

- Expectation value of S²: 6.0317
- Gap between HOMO and LUMO (spin up / spin down): 0.234 / 0.168 Ha
- LUMO level (spin up / spin down): 4.1 / 1.8 eV

Which charges does natural (NBO) predict for the atoms? In e, they are:
1. Os 1.01
2. S -0.42
3. As 0.90
4. S -0.35
5. S -0.36
6. S -0.48
7. O -1.02
8. P 2.56
9. O -1.16
10. O -1.20
11. O -1.10
12. P 2.57
13. O -1.03
14. O -1.13
15. O -1.16
16. H 0.52
17. H 0.51
18. Cl 0.04
19. C -0.05
20. C -0.21
21. C -0.23
22. C -0.23
23. C -0.04
24. Cl -0.03
25. C 0.13
26. N -0.61
27. C 0.15
28. C -0.24
29. C -0.22
30. C -0.25
31. C -0.24
32. C 0.07
33. C -0.59
34. C 0.81
35. O -0.73
36. O -0.81
37. H 0.24
38. H 0.21
39. H 0.22
40. H 0.42
41. H 0.21
42. H 0.20
43. H 0.20
44. H 0.25
45. H 0.27
46. H 0.21
47. C -0.07
48. N -0.47
49. C -0.07
50. N -0.47
51. C -0.07
52. N -0.47
53. C -0.55
54. P 0.89
55. C -0.56
56. C -0.55
57. H 0.18
58. H 0.19
59. H 0.20
60. H 0.18
61. H 0.20
62. H 0.18
63. H 0.23
64. H 0.24
65. H 0.24
66. H 0.22
67. H 0.26
68. H 0.25

Repeat the third record exactly.
Computed, not measured: the molecule C20H23NO7, with ωB97M-V/def2-TZVPD.

Geometry as ORCA input:
```
! wB97M-V def2-TZVPD RIJCOSX def2/J DEFGRID3
* xyz 0 1
C -6.21656 -2.25181 -0.72904
H -6.03065 -2.96635 0.08013
O -5.77160 -0.96178 -0.39415
C -4.44643 -0.77922 -0.14473
C -3.48104 -1.76976 -0.18268
C -2.15241 -1.47531 0.09080
C -1.77160 -0.18687 0.41390
C -2.73417 0.81793 0.44608
C -4.06153 0.54466 0.16897
O -5.06408 1.46212 0.16912
C -4.73431 2.80884 0.40756
H -4.01405 3.18277 -0.32688
H -4.33281 2.95272 1.41631
H -5.66851 3.35980 0.31126
H -2.42053 1.82294 0.67580
C -0.32427 0.15457 0.68764
N 0.50604 -0.14332 -0.46461
C 0.68845 0.75390 -1.45399
O 0.16534 1.84616 -1.47941
C 1.61081 0.26092 -2.57193
O 2.46822 -0.79718 -2.20478
C 3.43798 -0.63948 -1.24869
C 4.17308 -1.79224 -0.99301
C 5.16406 -1.81959 -0.02932
C 5.43134 -0.67570 0.70111
C 4.71993 0.48734 0.44990
C 3.72443 0.53196 -0.52063
O 3.00849 1.65526 -0.80601
C 3.05602 2.75013 0.08213
H 2.26297 3.41513 -0.25642
H 4.01880 3.26764 0.02587
H 2.85807 2.43536 1.10993
H 4.94231 1.37385 1.02053
H 6.20026 -0.67423 1.45878
H 5.71867 -2.72765 0.14721
H 3.93668 -2.67064 -1.57208
H 0.98711 -0.15345 -3.37168
H 2.16158 1.11842 -2.96890
H 0.88524 -1.07315 -0.56060
H -0.23338 1.23467 0.84989
C 0.20360 -0.59690 1.92221
C 1.68591 -0.35355 2.06975
O 2.19321 0.67235 2.43593
O 2.39234 -1.42699 1.70924
H 3.35117 -1.25306 1.73592
H -0.31785 -0.22561 2.80399
H 0.03085 -1.66713 1.81517
H -1.42197 -2.26883 0.04050
H -3.74879 -2.78440 -0.43028
H -7.28996 -2.15986 -0.88676
H -5.74647 -2.61541 -1.64903
*
```

- SMILES: COc1ccc([C@@H](CC(=O)O)NC(=O)COc2ccccc2OC)cc1OC
- Gap between HOMO and LUMO: 0.321 Ha
- LUMO level: 0.7 eV

Which charges does natural (NBO) predict for the atoms? In e, they are:
1. C -0.25
2. H 0.17
3. O -0.48
4. C 0.25
5. C -0.29
6. C -0.24
7. C 0.05
8. C -0.33
9. C 0.34
10. O -0.49
11. C -0.25
12. H 0.18
13. H 0.17
14. H 0.20
15. H 0.22
16. C -0.07
17. N -0.64
18. C 0.68
19. O -0.63
20. C -0.15
21. O -0.50
22. C 0.23
23. C -0.23
24. C -0.24
25. C -0.26
26. C -0.29
27. C 0.31
28. O -0.53
29. C -0.27
30. H 0.21
31. H 0.17
32. H 0.21
33. H 0.23
34. H 0.22
35. H 0.22
36. H 0.23
37. H 0.21
38. H 0.22
39. H 0.41
40. H 0.24
41. C -0.51
42. C 0.81
43. O -0.61
44. O -0.70
45. H 0.51
46. H 0.25
47. H 0.23
48. H 0.20
49. H 0.22
50. H 0.20
51. H 0.17